Record 1
{
  "formula": "C22H24N3O2PdS3",
  "method": "ωB97M-V with the def2-TZVPD basis set",
  "species": ["H", "C", "C", "S", "C", "S", "H", "C", "H", "H", "C", "C", "O", "C", "S", "H", "H", "C", "C", "H", "H", "C", "H", "C", "H", "H", "N", "C", "H", "C", "H", "C", "H", "C", "H", "H", "C", "C", "H", "H", "H", "N", "C", "H", "C", "H", "C", "N", "O", "C", "H", "H", "H", "Pd", "C"],
  "positions_angstrom": [[-2.806, 3.312, 2.520], [3.758, -7.395, -6.504], [3.756, -0.484, -2.815], [-0.407, 0.469, 3.119], [1.520, 0.325, -3.330], [-1.611, -1.201, 0.437], [-3.132, -0.932, 2.296], [2.353, 0.380, -1.006], [3.504, -7.944, -7.410], [-1.859, 1.934, 4.340], [3.127, 0.748, 1.136], [3.615, -0.073, -1.439], [0.087, 0.813, -1.520], [5.494, -2.918, -6.104], [-1.898, 2.262, 0.558], [-3.824, -0.838, -0.406], [5.621, -4.203, -7.801], [-2.220, -1.507, 2.144], [-1.155, -1.206, 3.184], [-2.784, 0.919, 3.238], [-2.565, 0.006, -1.327], [4.665, -0.083, -0.503], [5.212, 0.412, 1.511], [4.303, -3.837, -4.182], [2.855, -7.191, -5.926], [-3.781, 0.939, 1.346], [4.935, -0.979, -3.192], [4.422, 0.367, 0.778], [-2.480, -2.568, 2.204], [5.252, -4.067, -6.794], [2.894, 1.079, 2.144], [1.233, 0.526, -1.942], [5.652, -0.410, -0.798], [-2.947, -0.193, -0.323], [3.953, -3.731, -3.167], [3.521, -5.783, -4.380], [5.012, -2.761, -4.780], [-1.922, 2.698, 2.340], [6.047, -2.106, -6.549], [0.747, 0.563, -4.047], [-1.567, -1.337, 4.187], [5.350, -1.674, -4.090], [4.547, -5.153, -6.197], [-0.304, -1.883, 3.075], [2.719, -0.190, -3.736], [-1.044, 3.336, 2.471], [-3.320, 1.101, 0.375], [2.124, 0.738, 0.275], [4.401, -6.219, -6.938], [-1.895, 1.540, 3.321], [-4.046, 1.621, -0.254], [4.446, -8.007, -5.908], [2.906, -0.367, -4.786], [-0.068, 0.665, 0.663], [4.071, -4.993, -4.870]],
  "atomic_forces_ev_per_a": [[0.0, 0.0, 0.1], [-0.5, -1.4, 0.5], [1.7, -0.2, -0.3], [-0.3, 0.1, -2.0], [0.5, -0.3, -0.8], [-0.6, -0.1, 0.0], [0.0, 0.0, 0.0], [0.9, -0.2, -0.1], [0.0, 0.1, 0.1], [0.0, -0.1, -0.1], [0.0, 0.1, 0.1], [-0.3, 0.7, 1.0], [0.3, -0.3, 1.0], [0.5, -0.6, -0.8], [-0.4, -0.1, 0.5], [0.0, 0.1, -0.1], [0.0, 0.1, -0.1], [0.1, 0.0, -0.3], [0.0, 0.0, 0.0], [0.1, -0.1, 0.0], [-0.1, -0.1, 0.0], [-0.3, 0.1, 0.0], [0.1, 0.0, 0.1], [-0.6, -0.8, 0.0], [0.1, 0.1, -0.2], [0.0, 0.0, 0.0], [-1.0, -1.5, 1.2], [-0.1, -0.1, -0.2], [0.0, 0.2, 0.0], [0.3, 0.5, -0.1], [0.1, -0.1, -0.1], [0.0, -0.1, 0.7], [0.0, 0.0, 0.0], [0.3, -0.4, 0.1], [0.0, -0.1, 0.2], [0.1, -0.1, 0.0], [0.4, 0.3, 1.2], [-0.1, 0.1, -0.1], [0.1, 0.1, -0.1], [0.0, -0.1, 0.0], [0.1, 0.0, 0.1], [-0.8, 1.3, -1.9], [0.1, -0.4, -0.6], [0.0, 0.1, 0.1], [-1.3, 0.4, -0.4], [-0.1, 0.0, -0.1], [0.2, 0.4, 0.0], [-0.4, -0.3, 0.2], [0.7, 2.0, 0.3], [0.1, 0.1, 0.0], [0.0, 0.0, 0.1], [-0.1, 0.2, -0.1], [-0.1, 0.0, -0.1], [0.5, 0.4, 0.1], [-0.4, 0.2, 0.9]],
  "lumo_energy_ha": [-0.3969, -0.3979],
  "fmax_ev_per_a": 2.464,
  "multiplicity": 1,
  "total_charge": 3,
  "energy_ha": -2488.898521,
  "orbital_gap_ev": [5.360, 5.338],
  "de_lowest_ev": 1.423
}

Record 2
{
  "formula": "C61H52N2O2P3PbSi",
  "method": "ωB97M-V with the def2-TZVPD basis set",
  "species": ["C", "H", "C", "H", "H", "H", "H", "C", "H", "C", "H", "H", "C", "C", "H", "C", "C", "H", "C", "H", "H", "C", "H", "H", "P", "C", "H", "H", "H", "H", "C", "C", "C", "C", "H", "C", "H", "C", "H", "N", "H", "H", "H", "H", "H", "N", "C", "C", "H", "C", "H", "Si", "C", "C", "C", "C", "C", "C", "C", "P", "O", "C", "C", "C", "H", "H", "C", "H", "C", "H", "H", "C", "H", "P", "H", "C", "C", "H", "H", "C", "C", "H", "H", "H", "C", "C", "C", "O", "C", "H", "C", "C", "H", "C", "C", "C", "C", "H", "C", "H", "C", "C", "C", "H", "H", "C", "H", "C", "C", "C", "C", "C", "C", "H", "H", "H", "C", "C", "Pb", "C", "H", "H"],
  "positions_angstrom": [[-0.127, -2.537, -4.437], [-1.398, 4.032, 3.483], [-4.328, 1.629, 2.744], [-5.599, 3.313, 3.139], [0.316, 4.010, -0.625], [-2.541, -4.334, -2.139], [1.640, -5.812, -3.419], [-0.109, -2.510, 4.161], [-0.875, -0.900, 7.039], [2.713, -2.105, 0.516], [-1.856, 0.814, -2.131], [-0.829, 1.027, 5.503], [1.593, -2.721, 1.093], [-1.246, 5.476, -0.843], [7.191, 2.168, 2.043], [0.887, 2.481, 3.465], [-2.212, 3.357, 3.255], [-3.572, -5.896, -0.564], [1.982, 4.633, 3.326], [7.183, 1.410, -0.309], [1.194, 2.173, -3.527], [6.307, 1.268, 0.311], [3.480, 1.789, -4.423], [0.553, -4.420, -1.701], [-0.288, 1.325, 2.694], [3.917, -2.794, 0.353], [2.086, 5.600, 2.851], [-5.282, 0.467, -4.661], [1.568, -5.135, -5.798], [2.979, -5.789, 1.607], [-2.845, 3.367, -0.247], [1.734, 2.130, 4.514], [-2.538, 0.186, -2.694], [3.268, -0.369, -4.637], [-4.934, -1.977, -4.789], [-3.023, 1.170, 2.659], [-4.509, 4.689, -0.405], [-0.353, -0.155, 3.768], [-0.596, 6.312, -1.063], [-4.446, 7.244, -1.235], [3.321, 2.761, 5.808], [-4.787, 8.168, -1.441], [-4.370, -0.645, -0.390], [2.855, -2.511, -2.047], [0.122, -3.508, 3.807], [-1.530, 3.168, -0.295], [4.051, 0.921, 1.893], [4.052, 0.471, 0.573], [-3.709, 4.855, 3.566], [-1.600, -3.126, -0.627], [-3.547, -1.725, 0.335], [-0.030, -1.751, 1.367], [4.012, -4.117, 0.746], [2.870, -1.549, -2.544], [-0.352, -2.319, 5.510], [-4.579, 2.956, 3.072], [6.307, 1.699, 1.630], [-1.955, 2.029, 2.925], [3.126, -1.524, -3.978], [2.567, -0.381, -0.034], [-3.598, -0.777, 0.171], [-2.793, -4.903, 1.172], [2.907, -4.753, 1.301], [2.693, 0.905, -2.494], [3.165, 0.794, 2.506], [-5.092, 6.479, -1.249], [5.182, 0.650, -0.221], [-3.267, -5.580, 1.872], [1.110, -4.510, -5.041], [4.771, -2.296, -0.092], [3.306, -2.466, -4.480], [-0.146, -2.942, -3.102], [-2.837, 0.141, 2.376], [-0.910, -1.886, -1.814], [4.941, -4.657, 0.610], [1.715, -4.065, 1.465], [-3.520, 3.818, 3.318], [3.031, 1.751, -1.905], [3.525, 4.996, 4.774], [-0.752, 4.209, -0.591], [2.778, -0.417, -1.829], [5.175, 1.872, 3.447], [1.662, 1.150, 4.968], [-3.708, 1.862, -3.341], [2.678, 3.037, 4.981], [-3.109, 7.084, -1.075], [1.042, 3.730, 2.855], [-2.325, 8.006, -1.143], [-1.977, -3.881, 1.635], [0.859, -4.587, 1.882], [-0.145, -1.447, 3.246], [-2.352, -1.196, -2.727], [-3.081, -3.029, -3.596], [5.179, 1.528, 2.421], [-2.390, -4.184, -1.079], [2.796, 4.289, 4.398], [-1.337, -2.996, 0.758], [-3.452, 2.503, 0.008], [-2.974, -5.073, -0.191], [0.860, 0.375, -3.617], [-3.587, 0.786, -3.380], [0.521, -4.114, -2.742], [-0.626, 0.030, 5.127], [-1.833, -3.767, 2.703], [3.615, -0.363, -5.663], [-3.434, 4.600, -0.493], [5.186, 0.303, -1.247], [1.586, 1.167, -3.469], [-4.463, 0.008, -4.122], [-0.644, -1.048, 5.992], [-4.273, -1.367, -4.187], [-2.618, 5.679, -0.800], [2.969, 0.930, -4.011], [-0.331, -3.163, 6.188], [-0.606, -1.610, -4.728], [-5.148, 0.948, 2.555], [1.139, -4.896, -3.708], [0.488, -3.323, -5.402], [-0.011, 0.510, -0.002], [-3.225, -1.962, -3.500], [0.423, 3.990, 2.002], [0.479, -3.007, -6.437]],
  "atomic_forces_ev_per_a": [[0.0, -0.1, 0.0], [0.0, 0.0, 0.0], [0.0, 0.0, 0.0], [0.0, 0.0, 0.0], [0.0, 0.0, 0.0], [0.0, 0.0, 0.0], [0.0, 0.0, 0.0], [0.0, 0.0, -0.1], [0.0, 0.0, 0.0], [0.0, 0.0, 0.2], [0.0, 0.0, 0.0], [0.0, 0.0, 0.0], [0.1, 0.2, -0.2], [0.0, 0.0, 0.0], [0.0, 0.0, 0.0], [0.1, -0.1, -0.1], [0.0, 0.0, 0.0], [0.0, 0.0, 0.0], [0.0, 0.0, 0.0], [0.0, 0.0, 0.0], [0.0, 0.0, 0.0], [0.0, 0.0, 0.0], [0.0, 0.0, 0.1], [0.0, 0.0, 0.0], [0.0, 0.0, 0.4], [-0.1, 0.0, 0.0], [0.0, 0.0, 0.0], [0.0, 0.0, 0.0], [0.0, 0.0, 0.0], [0.0, 0.0, 0.0], [0.1, 0.0, 0.0], [0.0, 0.1, 0.0], [0.0, 0.0, 0.0], [0.0, 0.1, 0.1], [0.0, 0.0, 0.0], [0.0, 0.1, 0.0], [0.0, 0.0, 0.0], [0.0, -0.1, 0.0], [0.0, 0.0, 0.0], [0.0, 0.0, 0.0], [0.0, 0.0, 0.0], [0.0, 0.0, 0.0], [0.0, -0.1, -0.1], [0.0, 0.0, 0.0], [0.0, 0.0, 0.0], [-0.2, 0.1, 0.0], [0.0, 0.0, 0.0], [-0.1, 0.0, 0.0], [0.0, 0.0, 0.0], [0.1, 0.0, 0.1], [0.0, 0.0, -0.1], [0.1, -0.5, 0.2], [0.0, 0.0, 0.0], [0.1, 0.0, -0.1], [0.0, 0.0, 0.0], [0.0, 0.0, 0.0], [0.0, 0.0, 0.0], [0.0, 0.1, -0.1], [0.1, -0.1, 0.1], [0.5, -0.3, -0.1], [0.0, 0.1, 0.2], [0.0, 0.0, 0.0], [0.0, 0.0, 0.0], [0.1, -0.1, 0.1], [0.0, 0.0, 0.0], [0.0, 0.0, 0.0], [0.0, 0.0, 0.0], [0.0, 0.0, 0.0], [0.0, 0.0, 0.0], [0.0, 0.0, 0.0], [0.0, 0.0, 0.0], [0.0, 0.0, 0.1], [0.0, 0.0, 0.0], [0.0, -0.3, -0.3], [0.0, 0.0, 0.0], [-0.1, 0.0, 0.0], [0.0, 0.0, 0.0], [0.0, 0.0, -0.1], [0.0, 0.0, 0.0], [0.0, 0.0, 0.0], [-0.1, 0.1, 0.0], [0.0, 0.0, 0.0], [0.0, 0.0, 0.0], [0.0, 0.0, 0.0], [0.0, 0.0, 0.0], [0.0, 0.0, 0.0], [0.0, 0.0, 0.0], [0.0, 0.0, 0.0], [0.0, 0.1, 0.0], [0.0, 0.0, 0.0], [-0.1, 0.2, 0.0], [0.1, 0.0, 0.0], [0.0, 0.0, 0.0], [0.0, 0.0, 0.0], [0.0, 0.0, 0.0], [0.0, 0.0, 0.0], [-0.1, 0.1, -0.1], [0.0, 0.0, 0.0], [0.0, 0.0, 0.0], [0.0, 0.0, 0.0], [0.0, 0.0, 0.0], [0.0, 0.0, 0.0], [0.0, 0.0, -0.1], [0.0, 0.0, 0.0], [0.0, 0.0, 0.0], [0.0, 0.0, 0.0], [0.0, 0.0, 0.0], [-0.1, 0.0, 0.0], [0.0, 0.0, 0.0], [0.0, 0.0, 0.0], [0.0, 0.0, 0.0], [0.0, 0.1, 0.0], [0.0, -0.1, -0.1], [0.0, 0.0, 0.0], [0.0, 0.0, 0.0], [0.0, 0.0, 0.0], [0.0, 0.0, 0.0], [0.0, 0.0, 0.0], [-0.2, 0.4, -0.2], [0.0, 0.0, 0.0], [0.0, 0.0, 0.0], [0.0, 0.0, 0.0]],
  "lumo_energy_ha": -0.0691,
  "fmax_ev_per_a": 0.549,
  "multiplicity": 1,
  "total_charge": 1,
  "energy_ha": -4121.972337,
  "orbital_gap_ev": 7.636
}

Record 3
{
  "formula": "C3H8N2S",
  "method": "ωB97M-V with the def2-TZVPD basis set",
  "species": ["H", "H", "N", "H", "N", "H", "S", "H", "C", "C", "H", "H", "H", "C"],
  "positions_angstrom": [[2.397, -0.687, -0.089], [-0.283, 1.016, 2.054], [0.030, 0.503, -0.595], [-1.357, 1.864, -0.228], [0.369, -0.863, -0.270], [0.020, 0.418, -1.591], [-0.151, -1.157, 1.401], [1.821, -1.238, -1.724], [-1.222, 0.878, 0.140], [1.693, -1.208, -0.644], [-1.883, 0.206, 2.124], [-1.991, 0.377, -0.362], [1.885, -2.384, -0.472], [-1.000, 0.484, 1.562]],
  "atomic_forces_ev_per_a": [[1.9, 1.2, 0.7], [1.3, 2.1, 1.4], [1.4, 0.0, 1.5], [-0.2, 1.6, 0.9], [-2.1, -1.0, 0.4], [-1.0, 0.7, -0.6], [0.4, 0.1, -0.8], [0.0, 0.9, -0.1], [2.0, -0.7, -2.4], [-0.3, -4.2, 0.0], [-0.2, 0.6, 0.1], [-1.8, -1.4, 0.0], [-0.6, 2.5, 0.2], [-0.7, -2.6, -1.2]],
  "lumo_energy_ha": 0.0362,
  "fmax_ev_per_a": 4.212,
  "multiplicity": 1,
  "energy_ha": -626.693874,
  "orbital_gap_ev": 8.124,
  "de_lowest_ev": 3.521
}

Record 4
{
  "formula": "C4H5NO2S",
  "method": "ωB97M-V with the def2-TZVPD basis set",
  "species": ["H", "H", "S", "O", "C", "C", "C", "C", "H", "O", "H", "N", "H"],
  "positions_angstrom": [[0.108, -3.044, -0.566], [2.071, 2.602, 1.104], [-1.012, -2.900, 1.406], [-0.850, -1.017, -2.262], [-0.523, -2.250, -0.033], [0.814, 1.178, 0.729], [-0.193, 1.298, 0.123], [-0.975, -1.530, -1.053], [-0.141, -0.275, -2.077], [-1.231, 1.210, -0.672], [2.043, 1.544, 2.223], [1.966, 1.677, 1.288], [-2.078, 1.508, -0.210]],
  "atomic_forces_ev_per_a": [[-0.4, 1.3, -0.1], [0.4, 3.1, -0.9], [0.1, 0.2, 1.4], [1.9, 1.7, 3.5], [-0.9, -0.6, -1.4], [2.3, 1.2, 1.5], [-2.1, -0.3, -1.3], [0.9, -1.4, -2.2], [-1.6, -1.4, -1.3], [-2.1, 0.4, 0.6], [0.4, -1.0, 3.2], [-0.5, -2.8, -2.3], [1.6, -0.5, -0.8]],
  "lumo_energy_ha": [-0.0315, -0.0315],
  "fmax_ev_per_a": 4.365,
  "multiplicity": 1,
  "energy_ha": -758.562804,
  "orbital_gap_ev": [6.684, 6.683],
  "de_lowest_ev": 8.634
}

Record 5
{
  "formula": "C6H14O2",
  "method": "ωB97M-V with the def2-TZVPD basis set",
  "species": ["H", "C", "H", "H", "C", "H", "H", "C", "O", "H", "O", "H", "C", "H", "H", "H", "C", "H", "H", "H", "C", "H"],
  "positions_angstrom": [[-0.332, -2.771, -0.107], [0.709, -1.188, 0.796], [-0.758, 1.633, 1.803], [-2.254, 2.467, -2.086], [1.739, 1.041, 0.524], [2.914, -1.427, 0.851], [-2.041, 0.714, -3.930], [1.916, -1.837, 0.764], [-1.311, 2.255, -2.065], [-1.126, -2.125, 1.416], [-1.709, -0.157, -3.690], [0.373, 1.095, 3.041], [0.800, 0.207, 1.108], [1.897, -2.906, 0.564], [2.235, 0.766, -0.390], [-0.778, 0.015, 2.455], [-0.570, -1.916, 0.506], [-1.025, 0.070, -3.072], [1.821, 2.105, 0.681], [-1.188, 2.463, -1.129], [-0.134, 0.798, 2.118], [-1.180, -1.299, -0.158]],
  "atomic_forces_ev_per_a": [[0.0, -0.6, 0.4], [0.7, 0.6, -0.6], [0.2, 0.1, -0.3], [-0.1, -0.1, -0.7], [-0.2, -0.1, -1.0], [-0.2, 0.5, 0.1], [-0.1, -0.1, -0.2], [0.1, -1.1, -0.9], [-0.5, 0.3, 0.9], [-0.1, -0.3, -0.1], [-0.4, -0.1, -0.3], [0.4, 0.2, -0.3], [-0.1, 0.9, 1.0], [0.1, 0.0, 0.3], [0.5, -0.6, 0.0], [-0.8, -0.4, 0.2], [0.2, 1.0, -0.2], [0.5, 0.1, 0.4], [-0.3, 0.1, 0.7], [0.6, 0.0, -0.1], [-0.4, -0.4, 0.3], [-0.2, 0.2, 0.3]],
  "lumo_energy_ha": [-0.1826, -0.3005],
  "fmax_ev_per_a": 1.409,
  "multiplicity": 2,
  "total_charge": 1,
  "energy_ha": -387.112975,
  "orbital_gap_ev": [8.729, 5.520],
  "de_lowest_ev": 1.287
}

Record 6
{
  "formula": "C5H15N2",
  "method": "ωB97M-V with the def2-TZVPD basis set",
  "species": ["C", "H", "C", "C", "H", "H", "H", "H", "H", "H", "H", "N", "H", "H", "N", "H", "C", "H", "H", "H", "C", "H"],
  "positions_angstrom": [[2.589, -0.723, 0.300], [2.012, -1.626, 0.761], [1.849, 0.737, 0.558], [-0.494, 0.132, 0.767], [-1.041, 0.802, -1.989], [-2.801, -1.194, 0.578], [-0.506, -0.104, 1.832], [-2.878, -0.062, 1.919], [2.227, -0.916, -3.238], [-2.738, 0.506, -1.737], [2.905, -1.356, -3.001], [0.536, 1.030, 0.256], [2.500, 1.491, 0.036], [3.461, -0.608, 0.986], [-1.845, 0.590, -1.251], [-0.114, -0.718, 0.172], [-1.814, 0.636, 0.180], [-1.808, 1.654, 0.499], [-4.044, 0.057, 0.676], [2.844, -0.930, -0.790], [-2.990, -0.175, 0.846], [2.150, 0.777, 1.640]],
  "atomic_forces_ev_per_a": [[-0.6, -1.5, 0.9], [0.6, 1.8, -1.0], [2.2, 1.0, -0.8], [0.7, 1.7, -2.3], [-2.2, -0.4, 2.9], [-0.2, -0.8, 0.0], [0.3, -0.1, 0.0], [0.1, -0.1, 0.3], [2.2, -1.4, 0.8], [0.4, 0.1, 0.6], [-2.2, 1.4, -0.8], [-0.4, -2.0, 1.5], [-0.6, -0.7, 0.5], [-0.3, -0.2, -1.1], [1.7, -0.6, -3.0], [-0.1, -0.9, 0.0], [-1.2, -0.4, 0.4], [-0.4, 1.2, 0.6], [0.4, 0.4, -0.7], [-0.4, 0.7, 1.5], [1.1, 0.8, 0.0], [-1.1, 0.1, -0.3]],
  "lumo_energy_ha": -0.2942,
  "fmax_ev_per_a": 3.668,
  "multiplicity": 1,
  "total_charge": 1,
  "energy_ha": -308.532825,
  "orbital_gap_ev": 4.837,
  "de_lowest_ev": 7.071
}

> Among the records above, which one has the highest multiplicity?

C6H14O2

> Among the records above, which one has the highest multiplicity?

C6H14O2

> Among the records above, which one has the highest multiplicity?

C6H14O2

> Look up the multiplicity of the fourth one.

1